ORCA calculation (the ωB97M-V functional and the def2-TZVPD basis) on 12 unconnected molecules or ions with the total composition C50H88N9O16P at a distorted geometry.

Geometry as ORCA input:
```
! RIJCOSX wB97M-V def2-TZVPD def2/J DEFGRID3
* xyz 0 1
C -29.015 2.378 -9.081
N -28.815 2.932 -7.775
C -27.516 3.389 -7.409
P -30.145 3.571 -6.942
O -29.734 4.412 -5.752
N -31.133 4.425 -8.024
C -30.431 5.393 -8.881
C -32.540 4.793 -7.830
N -31.062 2.175 -6.363
C -30.830 1.596 -5.026
C -31.524 1.191 -7.326
H -28.274 1.597 -9.251
H -28.988 3.148 -9.852
H -29.994 1.908 -9.175
H -26.782 2.744 -7.893
H -27.268 3.246 -6.357
H -27.359 4.433 -7.677
H -29.382 5.113 -8.981
H -30.897 5.346 -9.866
H -30.556 6.417 -8.529
H -32.965 5.315 -8.687
H -33.152 3.895 -7.743
H -32.648 5.384 -6.921
H -31.237 0.585 -5.003
H -29.779 1.528 -4.745
H -31.337 2.270 -4.335
H -31.836 1.728 -8.222
H -32.425 0.635 -7.065
H -30.705 0.532 -7.614
C -24.411 9.004 -12.878
C -23.681 8.034 -12.004
O -22.452 7.530 -12.545
C -21.727 6.637 -11.834
O -21.888 6.342 -10.656
O -20.946 5.899 -12.703
C -19.957 5.020 -12.155
H -23.991 10.009 -12.910
H -25.445 9.048 -12.537
H -24.386 8.670 -13.915
H -24.286 7.169 -11.733
H -23.458 8.462 -11.027
H -19.364 5.493 -11.372
H -19.355 4.596 -12.959
H -20.500 4.189 -11.707
C -28.084 7.890 -9.661
C -27.564 9.271 -9.275
O -27.108 9.846 -10.452
C -26.953 11.206 -10.526
O -27.293 12.035 -9.714
O -26.468 11.456 -11.760
C -26.216 12.859 -12.033
H -28.332 7.280 -8.792
H -27.495 7.313 -10.374
H -29.054 8.044 -10.133
H -26.701 9.116 -8.628
H -28.254 9.943 -8.764
H -25.376 13.371 -11.564
H -27.054 13.557 -12.029
H -25.819 12.969 -13.042
C -25.982 10.541 -5.515
C -27.406 10.904 -5.837
O -28.191 9.690 -5.934
C -29.450 9.875 -6.318
O -29.977 10.986 -6.358
O -29.995 8.702 -6.382
C -31.423 8.702 -6.592
H -25.546 9.811 -6.196
H -25.713 10.154 -4.532
H -25.349 11.420 -5.643
H -27.427 11.537 -6.724
H -27.839 11.624 -5.143
H -31.893 9.193 -7.444
H -31.885 9.089 -5.683
H -31.840 7.696 -6.645
C -22.104 12.530 -12.794
C -22.196 13.187 -11.482
O -22.557 14.495 -11.816
C -22.719 15.484 -10.835
O -22.771 15.362 -9.598
O -22.764 16.708 -11.457
C -23.358 17.843 -10.798
H -21.276 12.961 -13.358
H -22.914 12.809 -13.467
H -21.905 11.468 -12.655
H -21.256 13.100 -10.937
H -22.965 12.713 -10.872
H -23.485 18.710 -11.448
H -22.874 18.152 -9.872
H -24.334 17.479 -10.478
C -24.493 4.736 -8.924
C -23.828 5.623 -7.904
O -24.539 5.496 -6.718
C -25.472 6.388 -6.371
O -25.745 7.394 -6.977
O -26.137 5.891 -5.322
C -27.297 6.540 -4.847
H -25.357 5.272 -9.319
H -24.661 3.703 -8.621
H -23.805 4.587 -9.755
H -23.752 6.629 -8.318
H -22.851 5.263 -7.580
H -27.963 5.722 -4.571
H -27.745 7.131 -5.646
H -27.114 7.112 -3.937
C -32.556 8.476 -9.930
C -33.720 9.008 -9.361
C -33.570 10.375 -9.159
N -32.351 10.678 -9.630
C -31.776 9.568 -10.174
H -32.435 7.461 -10.277
H -34.666 8.570 -9.077
H -34.200 11.105 -8.673
H -31.944 11.600 -9.576
H -30.809 9.710 -10.633
C -23.888 9.856 -8.417
C -24.115 11.237 -8.222
C -22.825 11.769 -8.127
N -21.871 10.793 -8.383
C -22.519 9.541 -8.481
H -24.710 9.157 -8.453
H -25.071 11.730 -8.127
H -22.430 12.722 -7.808
H -20.874 10.953 -8.408
H -22.007 8.603 -8.638
C -25.333 13.381 -15.574
C -25.111 14.751 -15.514
C -26.324 15.419 -15.485
N -27.244 14.465 -15.681
C -26.707 13.224 -15.632
H -24.508 12.686 -15.621
H -24.129 15.201 -15.526
H -26.620 16.454 -15.403
H -28.240 14.619 -15.633
H -27.288 12.314 -15.649
C -28.891 10.564 -14.077
C -29.704 9.978 -13.048
C -31.034 10.447 -13.197
N -31.018 11.126 -14.383
C -29.776 11.194 -14.919
H -27.819 10.563 -14.201
H -29.418 9.468 -12.139
H -31.955 10.481 -12.633
H -31.787 11.697 -14.704
H -29.653 11.821 -15.790
C -32.095 13.801 -9.885
C -31.615 13.476 -11.200
C -30.404 12.794 -11.039
N -30.047 12.815 -9.740
C -31.106 13.364 -9.002
H -33.068 14.204 -9.648
H -32.162 13.674 -12.109
H -29.698 12.497 -11.801
H -29.143 12.594 -9.348
H -31.067 13.405 -7.924
C -27.209 16.597 -12.668
C -27.497 16.480 -11.335
C -27.094 17.653 -10.753
N -26.603 18.541 -11.674
C -26.597 17.836 -12.866
H -27.396 15.801 -13.374
H -27.956 15.590 -10.931
H -27.056 17.873 -9.697
H -26.340 19.506 -11.531
H -26.210 18.309 -13.756
*
```

* electronic energy: -3995.9336 hartree
* LUMO energy: 0.5 eV


ORCA calculation (the ωB97M-V functional and the def2-TZVPD basis) on 12 unconnected molecules or ions with the total composition C50H97F4N3O15P at a distorted geometry.

Geometry as ORCA input:
```
! RIJCOSX wB97M-V def2-TZVPD def2/J DEFGRID3
* xyz 1 1
C 7.594 0.841 -0.123
C 7.396 1.871 1.004
O 6.414 1.465 1.954
C 5.175 2.112 1.830
C 4.216 1.191 1.072
N 2.877 1.764 0.965
F 2.114 1.485 2.100
C 2.135 1.566 -0.220
N 1.907 2.700 -1.000
C 0.982 3.613 -0.278
C -0.228 4.023 -1.117
O -1.371 4.056 -0.279
C -2.443 3.366 -0.686
O -3.433 3.323 -0.034
P 3.391 3.553 -1.503
C 4.544 2.327 -2.237
O 2.881 4.452 -2.789
N 1.630 0.434 -0.588
C 0.830 0.316 -1.811
C 1.651 0.352 -3.091
C 0.711 0.338 -4.254
F -0.264 -0.603 -4.207
C 0.735 1.231 -5.268
F 1.815 1.484 -5.980
F -0.277 1.989 -5.648
C 1.782 -0.811 0.195
C 0.755 -0.980 1.353
C 1.491 -1.481 2.591
C -0.380 -1.915 0.956
H 8.626 0.505 -0.182
H 7.357 1.277 -1.094
H 6.977 -0.042 0.034
H 7.209 2.858 0.582
H 8.332 1.945 1.553
H 5.234 3.103 1.380
H 4.763 2.193 2.836
H 4.612 0.862 0.113
H 4.145 0.284 1.677
H 0.568 3.054 0.566
H 1.491 4.470 0.160
H -0.351 3.327 -1.947
H -0.049 5.019 -1.517
H -2.370 2.811 -1.631
H 4.147 1.321 -2.374
H 5.352 2.219 -1.517
H 4.977 2.703 -3.161
H 2.181 3.971 -3.256
H 0.271 -0.613 -1.795
H 0.084 1.106 -1.861
H 2.202 1.284 -3.163
H 2.411 -0.437 -3.122
H 1.546 -1.610 -0.503
H 2.805 -0.981 0.510
H 0.340 -0.002 1.599
H 0.793 -1.596 3.415
H 1.995 -2.428 2.399
H 2.252 -0.774 2.918
H -1.021 -1.422 0.225
H -1.000 -2.065 1.837
H -0.042 -2.897 0.635
C -4.529 -0.207 3.641
C -3.344 0.628 3.227
O -2.323 0.122 2.812
C -3.482 2.124 3.349
H -4.300 -1.262 3.507
H -4.758 -0.025 4.692
H -5.395 0.050 3.029
H -3.668 2.404 4.387
H -4.302 2.477 2.723
H -2.558 2.592 3.017
C 0.329 7.706 -2.908
C 1.633 8.032 -2.220
O 1.824 7.738 -1.063
C 2.683 8.739 -3.040
H -0.324 7.204 -2.197
H -0.157 8.622 -3.245
H 0.508 7.048 -3.760
H 2.304 9.700 -3.389
H 2.962 8.125 -3.898
H 3.564 8.909 -2.425
C 6.209 3.548 -6.485
C 7.167 4.115 -5.464
O 7.477 3.493 -4.472
C 7.720 5.489 -5.739
H 5.887 2.557 -6.171
H 5.335 4.195 -6.578
H 6.699 3.470 -7.456
H 6.907 6.214 -5.801
H 8.272 5.490 -6.680
H 8.392 5.777 -4.934
C 8.957 -1.468 -3.562
C 10.123 -1.070 -2.688
O 10.159 -1.356 -1.514
C 11.238 -0.301 -3.350
H 8.228 -2.013 -2.966
H 8.484 -0.577 -3.979
H 9.299 -2.107 -4.377
H 10.855 0.635 -3.760
H 11.674 -0.893 -4.157
H 12.010 -0.079 -2.617
C -0.763 -6.566 0.114
C -1.946 -5.886 0.763
O -1.792 -5.003 1.578
C -3.309 -6.365 0.344
H 0.160 -6.136 0.498
H -0.777 -7.634 0.338
H -0.799 -6.428 -0.968
H -3.425 -7.425 0.577
H -3.444 -6.217 -0.729
H -4.072 -5.805 0.878
C -7.685 6.960 -0.361
C -6.590 6.134 -0.990
O -6.352 6.196 -2.175
C -5.802 5.224 -0.079
H -8.168 7.566 -1.124
H -8.428 6.308 0.099
H -7.265 7.618 0.402
H -6.468 4.498 0.391
H -5.301 5.810 0.693
H -5.060 4.696 -0.659
C 11.250 -1.252 2.899
C 10.064 -0.541 3.503
O 10.198 0.371 4.284
C 8.695 -1.023 3.082
H 12.169 -0.812 3.281
H 11.226 -2.311 3.162
H 11.232 -1.155 1.811
H 8.570 -2.070 3.360
H 8.581 -0.909 2.003
H 7.933 -0.431 3.583
C -6.646 -9.034 2.408
C -5.509 -9.812 1.798
O -4.893 -9.388 0.843
C -5.168 -11.140 2.423
H -6.780 -8.106 1.857
H -7.566 -9.617 2.355
H -6.428 -8.805 3.448
H -6.029 -11.808 2.372
H -4.892 -11.000 3.467
H -4.336 -11.589 1.884
C -6.906 -2.343 4.976
C -7.510 -3.728 4.929
O -6.828 -4.715 5.059
C -9.002 -3.815 4.713
H -5.834 -2.425 5.136
H -7.087 -1.825 4.033
H -7.345 -1.772 5.796
H -9.270 -3.355 3.761
H -9.528 -3.302 5.519
H -9.304 -4.859 4.700
C -8.402 -9.754 6.657
C -7.140 -10.510 6.320
O -6.598 -10.386 5.245
C -6.587 -11.425 7.383
H -8.691 -9.135 5.810
H -9.209 -10.453 6.878
H -8.234 -9.114 7.524
H -7.321 -12.193 7.635
H -6.346 -10.854 8.281
H -5.684 -11.905 7.015
C -8.626 5.313 -6.485
C -9.596 5.225 -5.330
O -10.782 5.388 -5.487
C -9.008 4.924 -3.973
H -9.172 5.534 -7.399
H -7.900 6.107 -6.303
H -8.099 4.365 -6.605
H -8.297 5.701 -3.689
H -8.497 3.959 -3.991
H -9.807 4.887 -3.235
*
```

* electronic energy: -3996.5873 hartree
* LUMO energy: -4.2 eV